C29H25N7O8Sn as an isolated structure, computed with ωB97M-V/def2-TZVPD.

The geometry in XYZ format:
```
70
Properties=species:S:1:pos:R:3:forces:R:3:lowdin_charge:R:1
Sn 0.4361 -0.3104 0.2139 0.456 0.927 -3.097 1.669
C 0.2632 -4.6981 -1.1691 0.304 0.894 0.924 -0.016
C -0.3534 -4.7504 -2.4075 -0.280 0.454 -0.545 -0.017
C -0.6318 -3.5658 -3.0640 0.294 -0.376 0.457 0.046
C -0.2895 -2.3323 -2.4632 -0.155 0.110 0.176 -0.326
N 0.2618 -2.3015 -1.2155 -0.092 1.467 0.928 0.052
C 0.5297 -3.4422 -0.6054 -0.044 -1.834 0.492 -0.128
N -0.4681 -1.2434 -3.1949 0.444 2.016 -0.925 0.197
C -0.2063 0.0405 -2.9704 -0.804 -2.424 -0.418 -0.263
N -0.1047 0.6846 -1.7900 0.518 -0.262 1.923 0.051
C 0.0919 2.0489 -2.0693 -0.100 -0.059 0.434 -0.251
N 0.2700 3.0114 -1.2659 0.198 0.837 0.198 0.204
C 0.4564 3.0929 0.0841 -0.262 -0.308 -0.762 -0.286
C 0.5042 4.3805 0.6246 0.099 0.082 0.333 0.043
C 0.7965 4.5642 1.9611 -0.094 0.134 -0.327 0.000
C 1.0471 3.4539 2.7558 -0.028 -0.383 -0.013 -0.018
C 0.9578 2.2082 2.1733 0.067 0.012 0.711 -0.120
N 0.6579 2.0209 0.8817 -0.154 -1.790 -0.150 0.048
C 0.0751 2.2380 -3.5232 -0.122 -0.498 -0.118 -0.097
C 0.1847 3.3648 -4.3062 -0.005 0.180 -0.067 0.024
C 0.1290 3.1840 -5.6869 0.024 0.029 0.044 -0.024
C -0.0155 1.9171 -6.2499 0.057 0.006 0.004 -0.029
C -0.1209 0.7839 -5.4542 -0.106 -0.105 0.163 0.027
C -0.0923 0.9766 -4.0831 -0.018 0.266 -0.073 -0.100
H 0.5240 -5.5977 -0.6297 0.069 0.073 0.025 0.122
H -0.6079 -5.7015 -2.8558 0.035 0.015 -0.036 0.130
H -1.0685 -3.5412 -4.0526 -0.051 0.084 0.083 0.132
H 0.9580 -3.3622 0.3883 0.129 -0.141 -0.071 0.113
H 0.3277 5.2085 -0.0463 -0.003 -0.036 -0.008 0.134
H 0.8458 5.5613 2.3773 -0.007 0.006 -0.008 0.132
H 1.3034 3.5525 3.8006 0.027 -0.064 -0.012 0.126
H 1.1349 1.3105 2.7545 0.042 0.070 0.045 0.103
H 0.3028 4.3466 -3.8689 0.014 -0.003 -0.002 0.126
H 0.2073 4.0441 -6.3382 0.001 -0.003 0.010 0.121
H -0.0421 1.8090 -7.3258 0.009 0.050 0.004 0.121
H -0.2244 -0.2011 -5.8887 -0.037 0.003 0.053 0.125
C 0.7870 -1.4867 3.5071 0.420 0.024 0.161 -0.029
O -0.1107 -1.3722 2.3839 0.161 0.468 -0.815 -0.319
C -1.4936 -1.6730 2.6600 -0.476 -0.054 -0.268 -0.137
C -2.3630 -0.5794 2.0738 0.284 -0.024 0.231 -0.155
O -2.1025 -0.4530 0.6750 0.974 0.342 0.046 -0.294
C -3.0764 -1.0211 -0.2093 -0.069 -0.234 -0.355 -0.030
H 0.4829 -0.8236 4.3175 -0.095 0.042 -0.089 0.111
H 1.7758 -1.2039 3.1498 -0.004 -0.045 0.022 0.095
H 0.8155 -2.5136 3.8692 -0.077 -0.030 -0.112 0.116
H -1.6669 -1.7381 3.7345 0.190 0.026 0.016 0.150
H -1.7361 -2.6345 2.2012 0.114 -0.031 0.060 0.145
H -2.1013 0.3779 2.5291 -0.086 0.034 -0.003 0.142
H -3.4160 -0.7879 2.2662 0.001 -0.002 -0.101 0.152
H -4.0368 -0.5251 -0.0732 0.049 0.072 0.083 0.114
H -3.1913 -2.0956 -0.0504 0.076 0.029 0.060 0.109
H -2.7211 -0.8358 -1.2208 -0.022 -0.011 -0.002 0.089
O 2.5583 0.0499 -1.7847 -0.104 -0.311 0.842 0.082
C 3.1534 -0.2808 -0.7718 0.980 0.390 -1.601 -0.548
O 2.5803 -0.5848 0.3662 -2.367 -0.081 1.141 -0.131
C 4.6569 -0.3570 -0.7450 -0.388 -0.063 0.407 -0.094
C 5.3278 -0.3598 0.4697 0.090 -0.048 0.083 0.074
C 6.7084 -0.3736 0.4684 -0.218 0.048 -0.080 -0.092
C 7.4394 -0.4123 -0.7019 0.252 -0.021 0.075 0.113
C 6.7384 -0.4314 -1.8908 -0.213 0.019 -0.032 -0.087
C 5.3594 -0.3907 -1.9400 -0.014 0.032 -0.160 0.090
N 7.4865 -0.4874 -3.1711 0.043 -0.008 0.093 -0.344
O 6.8276 -0.4724 -4.1887 0.097 -0.003 0.061 0.103
O 8.6909 -0.5477 -3.0910 -0.090 0.016 -0.090 0.122
N 7.4126 -0.3250 1.7696 0.084 -0.005 -0.049 -0.344
O 6.7180 -0.2519 2.7642 0.059 -0.023 -0.040 0.087
O 8.6191 -0.3549 1.7408 -0.103 -0.004 0.051 0.128
H 4.7980 -0.3457 1.4087 0.019 0.034 0.025 0.126
H 8.5199 -0.4254 -0.6853 0.011 -0.011 -0.022 0.145
H 4.8509 -0.3844 -2.8927 -0.005 0.006 -0.013 0.139
```
Forces are in eV/Å.

Values from the calculation:
**LUMO energy (spin up / spin down)**: -9.17 / -9.79 eV
**Charge**: +2
**Energy relative to the best compared isomer or geometry (same formula, charge and spin)**: 0.0 kJ/mol
**Max |F|**: 0.063 Eh/bohr